43
Properties=species:S:1:pos:R:3:forces:R:3 method="wB97M-V/def2-TZVPD" de_lowest_kcal_mol=0.0 homo_energy_ev="-10.89 / -11.20" gap_ev="7.4 / 6.9" spin_multiplicity=3 charge=+1 total_energy_ha=-1839.37947
Pd -0.74125 0.62107 -0.03252 0.1 0.0 0.1
C -4.00068 -2.46470 2.83136 -0.1 0.1 -0.1
S -3.64534 -0.84001 3.53641 0.2 0.0 0.1
C -2.44773 -0.20578 2.41209 -0.1 -0.1 -0.1
S -2.70889 -0.43824 0.70105 0.0 -0.1 0.0
N -1.51477 0.49488 2.96640 -0.1 0.0 0.2
N -0.63805 1.07377 2.09422 -0.4 0.2 -0.3
C -0.25811 2.26903 2.32230 0.2 0.1 -0.1
C 0.70375 2.88762 1.39425 0.1 0.0 -0.1
C 1.47828 3.96501 1.79132 -0.1 0.0 0.0
C 2.40900 4.48626 0.90584 0.0 0.0 -0.1
C 2.52884 3.91657 -0.34929 0.0 0.0 0.0
C 1.70292 2.85132 -0.67606 0.0 0.0 0.0
N 0.80607 2.34838 0.16533 0.0 0.0 -0.1
H -4.76072 -2.89637 3.47986 0.0 0.0 0.0
H -3.11310 -3.09180 2.85422 0.0 0.0 0.0
H -4.39576 -2.38858 1.82287 0.0 0.0 0.0
H -0.61797 2.84503 3.17050 0.0 -0.2 0.1
H 1.35758 4.37769 2.78388 0.0 0.0 0.0
H 3.02969 5.32359 1.19400 0.0 0.0 0.0
H 3.23742 4.29000 -1.07430 0.0 0.0 0.0
H 1.75445 2.39483 -1.65639 0.0 0.0 0.0
O -1.40938 0.58802 -2.25750 0.0 0.1 0.0
C -1.48364 -0.76421 -2.76593 0.1 -0.1 0.0
C -0.17038 -1.08347 -3.45339 0.0 0.0 0.0
C 1.05953 -0.69744 -2.61957 0.0 0.0 0.0
C 1.22312 -1.50178 -1.36088 0.0 0.0 0.0
C 1.99323 -2.65925 -1.35704 0.0 0.0 0.0
C 2.14836 -3.38210 -0.18955 0.0 0.0 0.0
C 1.52718 -2.92960 0.96484 0.0 0.0 0.0
C 0.77071 -1.77991 0.89484 0.0 0.0 0.0
N 0.61882 -1.08191 -0.24026 0.0 0.0 0.1
H -2.24567 1.04539 -2.39727 0.0 -0.1 0.1
H -2.31456 -0.84526 -3.46544 0.0 0.0 0.0
H -1.67110 -1.44083 -1.92890 0.0 0.0 0.0
H -0.12163 -0.55594 -4.40703 0.0 0.0 0.0
H -0.14786 -2.15323 -3.67506 0.0 0.0 0.0
H 1.00568 0.36161 -2.36482 0.0 0.0 0.0
H 1.94888 -0.83450 -3.23466 0.0 0.0 0.0
H 2.47093 -2.97587 -2.27438 0.0 0.0 0.0
H 2.74985 -4.28108 -0.17750 0.0 0.0 0.0
H 1.62283 -3.45328 1.90479 0.0 0.0 0.0
H 0.25947 -1.39492 1.76738 0.0 0.0 0.0

=====

38
Properties=species:S:1:pos:R:3:forces:R:3 method="wB97M-V/def2-TZVPD" homo_energy_ev=-8.41 gap_ev=8.4 spin_multiplicity=1 total_energy_ha=-1137.80790
Au -0.46859 -0.57256 -1.34661 0.3 -0.1 0.1
O -1.90899 0.06114 3.26239 0.2 0.0 0.6
C -1.69799 -0.27906 2.00409 -0.3 0.2 -0.4
O -0.71239 -0.83746 1.60309 0.1 0.0 0.2
C -2.85809 0.10434 1.06669 0.4 -0.2 0.1
N -3.96309 0.60734 1.88579 -0.2 0.4 -0.3
C -5.05069 -0.37816 1.86299 -0.4 -0.3 0.2
C -4.40199 -1.66926 1.35679 -0.1 0.2 0.0
C -3.37149 -1.15346 0.35859 -0.1 0.1 0.0
H -2.46559 0.84564 0.36329 -0.1 0.1 0.1
H -4.27819 1.52194 1.59389 0.0 0.0 0.0
H -2.81479 0.47014 3.29289 0.3 -0.1 -0.3
H -5.86049 -0.07536 1.18839 0.1 0.0 0.1
H -5.46549 -0.47916 2.86899 -0.1 -0.1 -0.1
H -5.12649 -2.34256 0.90619 0.0 -0.1 0.1
H -3.89819 -2.18666 2.17369 0.0 -0.1 0.0
H -3.84989 -0.89226 -0.58461 0.0 0.0 -0.1
H -2.56949 -1.86036 0.16409 0.1 -0.1 0.0
C 2.17031 -0.48886 -3.68201 -0.2 -0.1 0.6
Si 1.81131 -0.65296 -1.80401 0.9 -0.1 -0.6
C 2.65391 -2.25436 -1.19111 -0.6 0.4 -0.1
C 2.73121 0.76344 -0.93061 -0.6 -0.3 -0.1
C 4.07611 0.99724 -1.19211 0.0 -0.1 -0.1
C 4.76241 2.01984 -0.56471 0.2 0.1 0.0
C 4.11241 2.83494 0.34489 0.0 0.1 0.1
C 2.77811 2.60354 0.63369 0.0 0.2 0.1
C 2.10001 1.57614 0.00249 -0.1 0.0 0.1
H 3.23781 -0.52396 -3.89391 0.2 0.0 0.1
H 1.78731 0.45124 -4.06921 -0.1 0.1 0.0
H 1.69781 -1.29466 -4.23681 -0.1 -0.1 -0.1
H 3.70451 -2.28026 -1.46701 0.2 0.1 -0.1
H 2.17661 -3.13886 -1.60041 -0.1 -0.2 -0.1
H 2.59021 -2.31346 -0.10991 0.0 0.0 0.2
H 4.59661 0.36684 -1.89821 0.1 -0.1 -0.1
H 5.80711 2.18384 -0.78531 0.1 0.0 0.0
H 4.64181 3.64394 0.82889 0.0 0.0 0.0
H 2.26591 3.22774 1.35279 0.0 0.0 0.1
H 1.06051 1.39424 0.24199 -0.1 0.0 0.0

=====

36
Properties=species:S:1:pos:R:3:forces:R:3 method="wB97M-V/def2-TZVPD" de_lowest_kcal_mol=4.0 homo_energy_ev=-3.47 gap_ev=7.9 spin_multiplicity=1 charge=-2 total_energy_ha=-5193.45815
Ti 0.71017 0.70993 -0.47419 0.0 0.1 -0.1
N -0.52333 -1.09538 0.12089 0.0 0.1 0.0
C 0.28691 -2.24442 0.50059 0.0 0.0 0.0
C 1.57822 -2.21953 -0.29874 0.0 -0.2 0.1
O 2.28437 -3.23462 -0.36646 0.0 0.0 0.0
N 1.80300 -1.03524 -0.85307 0.2 0.2 -0.3
C 3.00238 -0.89540 -1.64543 0.0 0.1 -0.2
C 2.93307 0.44478 -2.37581 -0.5 0.0 0.6
O 3.76254 0.80522 -3.18608 0.1 -0.1 -0.1
O 1.90847 1.15683 -1.98106 0.2 0.1 0.0
H -1.16553 -0.78118 0.83597 0.0 0.0 0.0
H -1.04540 -1.24140 -0.73531 0.0 0.0 0.0
H -0.21326 -3.20175 0.33778 0.0 0.0 0.0
H 0.55186 -2.16104 1.55488 0.0 0.0 0.0
H 3.11385 -1.69988 -2.37656 0.0 0.0 0.0
H 3.90841 -0.89860 -1.02993 0.0 0.0 0.0
Br -3.53296 1.25826 0.31979 0.0 -0.1 0.0
C -2.21277 2.06094 1.41075 -0.1 0.2 0.1
C -2.55985 3.20240 2.12857 0.0 -0.2 -0.2
C -1.63168 3.69178 3.02319 0.1 0.0 0.1
C -0.42293 3.02855 3.18294 0.0 0.0 0.0
C -0.16560 1.93643 2.37889 0.0 0.0 0.1
N -1.04250 1.47397 1.48285 -0.3 0.0 0.3
C 1.14246 1.16429 2.49060 0.2 0.4 0.2
O 1.83564 1.35975 3.48519 -0.1 0.0 0.1
O 1.38505 0.37114 1.53367 -0.1 -0.4 -0.6
H -3.52098 3.66803 1.97186 0.0 0.0 0.0
H -1.85384 4.58103 3.60176 0.0 0.0 0.0
H 0.33248 3.33431 3.89212 0.0 0.0 0.0
F 1.04524 2.45450 0.03993 0.0 -0.2 -0.2
Te -1.08825 2.42364 -2.79826 -0.2 0.3 0.1
F -0.85882 1.12309 -4.24431 0.0 -0.1 -0.1
F -2.82593 1.67541 -2.81357 0.0 0.0 0.0
F -1.95617 3.66306 -4.09904 0.0 0.0 0.0
F -1.90821 3.49822 -1.32839 0.1 0.0 -0.1
O -0.76721 0.95817 -1.44481 0.4 -0.1 0.1

=====

29
Properties=species:S:1:pos:R:3:forces:R:3 method="wB97M-V/def2-TZVPD" de_lowest_kcal_mol=97.7 homo_energy_ev=-12.52 gap_ev=10.0 spin_multiplicity=1 charge=+1 total_energy_ha=-516.66969
C 0.61721 0.91653 0.99372 3.0 0.0 3.4
C -0.61262 -1.05465 1.30020 -0.4 1.1 0.5
C -0.05824 1.46475 2.24133 -1.1 2.6 -0.8
C -1.40439 -0.33828 2.40631 -2.6 -3.4 -1.4
C -1.22519 0.53852 -0.55416 0.3 1.5 0.0
C 1.58856 0.26482 -2.03501 -2.4 -2.0 1.7
C 0.77935 -0.89006 -0.63022 0.2 1.6 -4.8
N 0.65424 0.17986 -3.12189 1.4 -0.4 -1.7
N 0.11196 -2.01695 -1.27832 0.9 1.3 1.5
N -0.13165 -0.00833 0.28599 -0.8 -5.8 -2.6
O -0.60463 0.53133 3.07496 -0.4 0.0 0.8
H 0.85291 1.73520 0.42266 0.8 1.9 -1.6
H 1.59270 0.37606 1.27932 -1.3 0.9 -0.3
H 0.23268 -1.42246 1.85063 1.0 0.0 -0.2
H -0.97581 -1.92727 0.76534 -0.8 0.4 0.0
H 0.63105 1.97497 2.86714 1.1 0.5 0.1
H -0.79213 2.33815 1.95694 0.7 -1.7 0.3
H -2.43100 -0.01565 2.00151 1.4 0.4 0.8
H -1.62235 -1.20677 3.06075 -0.2 0.8 0.1
H -1.69791 1.22910 0.10160 -0.5 1.0 0.2
H -0.84209 1.06075 -1.46467 -0.2 -0.6 1.2
H -2.02097 -0.12025 -0.81644 0.0 -1.2 -0.2
H 2.44799 -0.32990 -2.29583 0.6 0.3 0.5
H 1.70250 1.26472 -1.57761 0.4 -0.6 -0.4
H 1.68175 -1.15830 -0.16883 0.7 -0.5 1.4
H 1.06104 0.19538 -4.10854 -0.3 -0.3 2.0
H 0.11466 0.99249 -3.08941 -1.3 1.4 -0.3
H 0.75471 -2.83259 -1.34587 -1.0 1.0 -0.3
H -0.40434 -1.74116 -2.12158 0.8 -0.3 0.1

=====

8
Properties=species:S:1:pos:R:3:forces:R:3 method="wB97M-V/def2-TZVPD" de_lowest_kcal_mol=46.1 homo_energy_ev=-9.50 gap_ev=9.0 spin_multiplicity=1 total_energy_ha=-3088.17530
C 0.48049 -0.40534 0.16164 0.3 0.2 1.5
C 0.66269 -1.38744 1.42012 -0.3 1.5 -0.2
C -0.35137 0.81403 -0.02594 -2.9 -2.2 -0.2
S -0.25636 -1.96730 0.18392 -0.6 -1.4 -0.7
Br -0.72635 0.78193 -2.04586 -0.1 0.4 1.1
H 1.39291 -0.27169 -0.33980 1.2 -0.3 -0.9
H 0.16385 1.70610 0.12010 0.7 1.5 0.4
H -1.36586 0.72972 0.52583 1.7 0.5 -1.1

=====

14
Properties=species:S:1:pos:R:3:forces:R:3 method="wB97M-V/def2-TZVPD" de_lowest_kcal_mol=38.1 homo_energy_ev=-9.72 gap_ev=10.3 spin_multiplicity=1 smiles="N[C@@H](CO)C(=O)O" total_energy_ha=-398.97695
N -0.53655 1.83665 -0.10104 0.0 1.2 2.5
C 0.13873 0.57230 -0.26704 -1.4 -0.5 -0.1
C 1.40218 0.30065 0.54531 -0.1 4.1 -0.2
O 2.23356 -0.45623 -0.27108 0.1 -0.7 0.5
C -0.84700 -0.63002 -0.01700 1.5 1.2 -0.5
O -0.41442 -1.75155 -0.00770 0.0 -0.5 0.0
O -2.11154 -0.34184 0.11548 -1.6 1.3 0.4
H -0.15772 2.47769 0.65437 -0.5 -1.4 -1.3
H -0.61156 2.37533 -0.92739 0.1 0.4 -0.8
H 0.39516 0.49016 -1.32354 0.2 -0.2 0.0
H 1.79385 1.42026 0.79835 -0.1 -2.7 -0.7
H 1.13775 -0.11622 1.49880 0.2 -0.6 0.5
H 1.64592 -1.22176 -0.43872 0.7 -0.1 -0.1
H -2.27189 0.65733 0.18426 0.9 -1.5 -0.3

=====

9
Properties=species:S:1:pos:R:3:forces:R:3 method="wB97M-V/def2-TZVPD" de_lowest_kcal_mol=135.7 homo_energy_ev="-9.07 / -9.07" gap_ev="8.4 / 8.4" spin_multiplicity=1 total_energy_ha=-246.76572
C 0.91031 0.71979 -0.06969 -2.8 0.4 1.2
C -0.35933 0.79064 0.34481 2.4 0.0 -0.7
C -0.51193 -0.94923 0.39413 -4.1 0.4 0.8
C 1.72904 -0.28368 -0.29651 1.8 1.3 -2.2
C -1.73369 0.53056 0.29660 2.9 1.0 0.4
N -1.69781 -0.74572 -0.15224 -0.3 -2.7 -1.0
H 1.43946 -0.90888 -1.17619 0.2 0.0 1.0
H 2.77507 -0.20996 -0.07802 0.5 -0.3 0.2
H -2.55112 1.05649 0.73710 -0.5 0.1 0.3

=====

42
Properties=species:S:1:pos:R:3:forces:R:3 method="wB97M-V/def2-TZVPD" de_lowest_kcal_mol=0.0 homo_energy_ev="-7.46 / -7.47" gap_ev="6.8 / 6.8" spin_multiplicity=1 total_energy_ha=-2218.92637
Ce 1.57764 -0.32318 -1.90566 1.2 -1.1 1.7
Cl 0.58474 -2.80887 -2.17440 0.1 0.4 -0.1
Cl 1.23477 2.09981 -0.90598 0.1 0.1 0.2
C 3.64402 -0.89122 -1.32326 -1.4 1.3 -0.7
H 4.37989 -0.22881 -0.80061 -0.4 -0.7 -0.4
H 4.05681 -1.77995 -1.82326 0.2 0.1 0.3
C -1.30048 1.67179 -3.57111 -1.4 0.4 0.3
C -0.12660 1.14601 -3.75340 3.5 0.0 -0.5
H -1.47375 2.45488 -2.81889 0.2 -0.1 -0.6
C 0.15558 -0.06964 -4.62663 -0.6 0.1 -0.7
H 0.78738 1.70229 -3.35772 -1.3 -0.7 -0.2
C -0.82395 -0.22083 -5.81440 -0.2 0.2 -0.3
H 1.18292 -0.12114 -4.98586 0.2 0.3 0.0
H 0.00086 -1.00004 -4.06209 0.0 0.0 0.2
C -2.25395 -0.05192 -5.27229 0.1 -0.8 -0.2
H -0.67829 0.48076 -6.66942 0.3 -0.2 0.8
H -0.68647 -1.23656 -6.23290 -0.2 0.5 0.1
C -2.47437 1.15210 -4.32325 -0.4 -0.7 -0.6
H -2.96279 -0.02457 -6.12692 0.3 0.1 0.6
H -2.49425 -0.98207 -4.72705 0.0 0.3 -0.1
H -2.93572 1.93402 -4.92047 -0.1 0.4 0.3
H -3.18038 0.80166 -3.58859 -0.7 0.2 0.2
N -0.61458 1.91286 8.96829 0.4 -1.3 -2.8
C -0.47245 1.43741 7.90192 -0.5 1.3 2.7
C -0.29505 0.87290 6.59001 0.3 -0.5 -0.2
C -0.78221 1.53189 5.45298 0.2 -0.2 -0.1
C -0.54663 1.00885 4.18255 0.1 -0.2 0.7
C 0.15188 -0.19384 4.04942 -0.1 0.0 0.5
C 0.59531 -0.89615 5.17856 0.0 0.3 0.6
C 0.39055 -0.34948 6.45769 0.0 -0.2 -0.5
N 0.40783 -0.71392 2.76504 0.2 -0.6 -0.8
C 0.87634 -2.00461 2.46681 -0.1 0.4 -0.1
C 1.02978 -2.05089 1.11953 -0.1 0.6 -0.2
N 0.68456 -0.81913 0.54919 -0.2 0.2 1.5
C 0.29817 -0.05106 1.57839 0.8 -1.1 -0.8
H -1.33702 2.45596 5.57634 0.1 -0.1 -0.1
H -0.91874 1.51464 3.30638 -0.1 0.1 0.0
H 1.11577 -1.85819 5.08006 -0.2 0.6 0.1
H 0.76737 -0.87585 7.35025 -0.3 0.4 -0.6
H 1.05304 -2.75551 3.22496 -0.1 0.2 -0.2
H 1.37639 -2.85121 0.47837 -0.1 0.1 0.3
H 0.00608 0.98082 1.50743 0.1 0.0 -0.1